*a*
ORCA calculation (wB97M-V/def2-TZVPD) on a single C5H12N2O molecule.

Geometry as ORCA input:
```
! wB97M-V def2-TZVPD RIJCOSX def2/J DEFGRID3
* xyz 0 1
C -0.061 -0.993 1.962
N -0.359 0.297 1.334
C -0.036 0.400 -0.086
C -1.106 -0.341 -0.874
N -2.433 0.281 -0.835
C 1.401 -0.051 -0.475
C 2.000 0.905 -1.455
O 3.114 1.347 -1.358
H 0.669 -1.574 1.389
H 0.321 -0.848 2.972
H -0.967 -1.590 2.021
H 0.107 1.037 1.845
H -0.098 1.465 -0.326
H -0.838 -0.402 -1.916
H -1.200 -1.390 -0.602
H -2.939 0.035 0.002
H -2.336 1.283 -0.905
H 1.986 -0.031 0.438
H 1.413 -1.068 -0.830
H 1.363 1.237 -2.300
*
```

Values from the calculation:
structure (SMILES)	CN[C@H](CN)CC=O
orbital gap	10.0	eV
LUMO energy	0.92	eV

*b*
ORCA calculation (wB97M-V/def2-TZVPD) on 2 unconnected molecules or ions with the total composition C5H12N2O.

Geometry as ORCA input:
```
! wB97M-V def2-TZVPD RIJCOSX def2/J DEFGRID3
* xyz 0 1
C 1.710 -1.454 -0.706
N 1.546 -0.725 0.307
C 1.077 0.586 0.374
C 1.937 1.474 0.901
C -0.418 0.790 0.240
C -0.850 1.961 -0.616
N -0.724 3.303 0.038
H 1.520 -1.098 -1.741
H 2.392 -2.291 -0.652
H 1.732 2.493 1.211
H 2.939 1.139 1.122
H -0.697 0.785 1.294
H -0.889 -0.130 -0.153
H -1.922 1.874 -0.912
H -0.295 2.031 -1.550
H -0.058 3.868 -0.458
H -0.630 3.146 1.026
O -3.051 -4.925 -0.344
H -3.359 -5.831 -0.303
H -2.624 -4.691 0.466
*
```

Values from the calculation:
structure (SMILES)	C=NC(=C)CCN.O
orbital gap	9.2	eV
LUMO energy	0.72	eV

Stability ranking, top entry: *a*; the second entry is 33.3 kcal/mol less favorable.

*a*
ORCA calculation (wB97M-V/def2-TZVPD) on 2 unconnected molecules or ions with the total composition C3H13N2O.

Geometry as ORCA input:
```
! wB97M-V def2-TZVPD RIJCOSX def2/J DEFGRID3
* xyz 1 1
C -1.054 0.851 -1.904
N -1.265 1.403 -0.495
H 0.016 0.962 -2.173
H -1.363 -0.237 -1.885
H -1.667 1.407 -2.566
H -1.047 2.393 -0.458
H -0.696 0.930 0.311
H -2.227 1.247 -0.255
C 1.263 -0.967 0.027
O 2.024 -2.185 -0.012
C 0.529 -0.965 1.338
N 0.029 0.404 1.760
H 1.988 -0.110 -0.020
H 0.615 -0.875 -0.820
H 2.153 -2.373 -0.975
H -0.396 -1.581 1.171
H 1.072 -1.452 2.154
H 0.757 0.861 2.329
H -0.729 0.290 2.472
*
```

Values from the calculation:
orbital gap	10.5	eV
LUMO energy	-3.32	eV

*b*
ORCA calculation (wB97M-V/def2-TZVPD) on 2 unconnected molecules or ions with the total composition C3H13N2O.

Geometry as ORCA input:
```
! wB97M-V def2-TZVPD RIJCOSX def2/J DEFGRID3
* xyz 1 1
C 0.659 2.065 2.632
C 0.553 1.072 1.495
N -0.792 1.151 0.830
H 1.643 2.007 3.095
H 0.573 3.087 2.264
H -0.072 1.866 3.415
H 1.296 1.256 0.720
H 0.682 0.041 1.815
H -1.528 0.948 1.512
H -0.876 0.434 0.009
H -0.959 2.104 0.502
N -0.879 -0.632 -1.275
C 0.244 -1.556 -1.265
O 0.264 -2.214 -2.499
H -0.815 -0.073 -2.122
H -1.754 -1.146 -1.347
H 1.161 -0.986 -1.109
H 0.117 -2.264 -0.443
H 1.062 -2.750 -2.593
*
```

Values from the calculation:
orbital gap	11.2	eV
LUMO energy	-3.09	eV

Stability ranking, top entry: *b*; the second entry is 18.7 kcal/mol less favorable.

*a*
ORCA calculation (wB97M-V/def2-TZVPD) on 2 unconnected molecules or ions with the total composition C3H13N2O.

Geometry as ORCA input:
```
! wB97M-V def2-TZVPD RIJCOSX def2/J DEFGRID3
* xyz 1 1
C -1.033 -0.077 -1.448
N -0.217 1.142 -1.527
C -1.351 -0.353 0.038
N -0.063 -0.458 0.750
C 0.743 -1.742 0.628
H -1.987 -0.029 -1.971
H -0.458 -0.925 -1.802
H -0.811 1.951 -1.659
H 0.426 1.129 -2.314
H -2.008 0.310 0.589
H -1.864 -1.321 -0.002
H -0.175 -0.391 1.755
H 0.492 0.354 0.440
H 1.150 -1.919 1.618
H 0.087 -2.563 0.363
H 1.576 -1.621 -0.057
H 1.687 2.653 0.910
H 1.995 2.042 2.307
O 1.810 1.817 1.385
*
```

Values from the calculation:
orbital gap	11.1	eV
LUMO energy	-2.91	eV

*b*
ORCA calculation (wB97M-V/def2-TZVPD) on 2 unconnected molecules or ions with the total composition C3H13N2O.

Geometry as ORCA input:
```
! wB97M-V def2-TZVPD RIJCOSX def2/J DEFGRID3
* xyz 1 1
C -0.421 0.137 -1.104
C 1.037 -0.156 -0.662
C 1.726 1.094 -0.011
N 1.014 1.645 1.174
N -1.278 0.230 0.109
H -0.413 1.152 -1.499
H -0.916 -0.474 -1.852
H 0.968 -0.968 0.064
H 1.707 -0.416 -1.476
H 1.799 1.937 -0.694
H 2.741 0.775 0.237
H 1.353 1.219 2.033
H 1.147 2.647 1.259
H -2.260 0.462 0.016
H -0.720 0.971 0.701
H -1.210 -0.644 0.621
H -2.410 -3.409 -0.356
H -2.042 -3.249 1.168
O -1.822 -2.952 0.273
*
```

Values from the calculation:
orbital gap	11.2	eV
LUMO energy	-2.87	eV

Stability ranking, top entry: *b*; the second entry is 5.3 kcal/mol less favorable.

*a*
ORCA calculation (wB97M-V/def2-TZVPD) on 2 unconnected molecules or ions with the total composition C3H13N2O.

Geometry as ORCA input:
```
! wB97M-V def2-TZVPD RIJCOSX def2/J DEFGRID3
* xyz 1 1
N -1.251 -0.500 0.400
C -0.744 -1.024 -0.907
C 0.771 -1.151 -0.872
N 1.204 -1.701 -2.150
H -0.949 -1.099 1.165
H -0.900 0.484 0.602
H -2.271 -0.483 0.427
H -1.204 -1.994 -1.081
H -1.057 -0.331 -1.682
H 1.202 -0.157 -0.753
H 1.068 -1.764 -0.009
H 2.217 -1.642 -2.232
H 0.991 -2.694 -2.174
C 0.425 2.159 2.182
O -0.387 1.999 0.999
H 1.484 2.107 1.940
H 0.191 3.106 2.661
H 0.174 1.351 2.861
H -0.046 2.592 0.326
*
```

Values from the calculation:
orbital gap	10.2	eV
LUMO energy	-3.22	eV

*b*
ORCA calculation (wB97M-V/def2-TZVPD) on 2 unconnected molecules or ions with the total composition C3H13N2O.

Geometry as ORCA input:
```
! wB97M-V def2-TZVPD RIJCOSX def2/J DEFGRID3
* xyz 1 1
C -0.687 -1.437 -0.270
C -0.295 -0.557 -1.449
C -0.911 0.825 -1.359
N -0.357 1.532 -0.174
N -0.210 -0.807 1.019
H -1.769 -1.513 -0.174
H -0.249 -2.408 -0.388
H 0.789 -0.582 -1.578
H -0.714 -1.058 -2.322
H -1.990 0.706 -1.193
H -0.790 1.391 -2.284
H 0.623 1.717 -0.356
H -0.726 2.469 -0.109
H -0.871 -0.973 1.783
H -0.224 0.241 0.862
H 0.714 -1.088 1.325
H 2.622 1.300 2.144
H 2.824 -0.184 2.478
O 2.222 0.426 2.046
*
```

Values from the calculation:
orbital gap	11.4	eV
LUMO energy	-2.89	eV

Stability ranking, top entry: *b*; the second entry is 18.5 kcal/mol less favorable.

*a*
ORCA calculation (wB97M-V/def2-TZVPD) on 2 unconnected molecules or ions with the total composition C4H6FN.

Geometry as ORCA input:
```
! wB97M-V def2-TZVPD RIJCOSX def2/J DEFGRID3
* xyz 0 1
C -1.281 0.384 0.254
C -1.516 0.273 1.487
C 0.835 0.113 -0.194
C 0.908 -0.583 -1.494
N 1.404 0.548 0.810
F -2.724 0.419 2.079
H -1.980 0.435 -0.642
H -0.863 0.007 2.283
H 0.093 -0.314 -2.068
H 1.788 -0.304 -1.901
H 0.934 -1.727 -1.364
H 2.403 0.749 0.750
*
```

Values from the calculation:
orbital gap	9.5	eV
LUMO energy	0.78	eV

*b*
ORCA calculation (wB97M-V/def2-TZVPD) on 2 unconnected molecules or ions with the total composition C4H6FN.

Geometry as ORCA input:
```
! wB97M-V def2-TZVPD RIJCOSX def2/J DEFGRID3
* xyz 0 1
C -0.635 -0.302 1.460
C -0.355 -0.380 0.130
C -1.175 -0.096 -1.094
C 0.856 -1.199 -0.126
N 1.868 -1.750 -0.278
H -1.453 0.264 1.773
H -0.060 -0.689 2.310
H -0.834 0.735 -1.791
H -2.135 0.396 -0.756
H -1.286 -0.977 -1.867
F 2.238 1.694 0.214
H 2.970 2.302 0.025
*
```

Values from the calculation:
structure (SMILES)	C=C(C)C#N.F
orbital gap	10.6	eV
LUMO energy	0.68	eV

*c*
ORCA calculation (wB97M-V/def2-TZVPD) on a molecular structure, C4H6FN.

Geometry as ORCA input:
```
! wB97M-V def2-TZVPD RIJCOSX def2/J DEFGRID3
* xyz 0 1
C 1.762 -0.427 -0.162
C 0.444 -0.702 -0.059
C -0.723 -0.831 0.049
C -2.233 -0.330 0.011
H 1.483 1.371 1.136
H 0.757 1.867 -0.470
H 2.397 -0.791 -1.007
H 2.206 -0.797 0.823
H -2.568 -0.892 -0.847
H -2.973 -0.768 0.703
N 1.875 1.232 -0.054
F -2.427 1.068 -0.123
*
```

Values from the calculation:
orbital gap	10.2	eV
LUMO energy	0.69	eV

*d*
ORCA calculation (wB97M-V/def2-TZVPD) on a single C4H6FN molecule.

Geometry as ORCA input:
```
! wB97M-V def2-TZVPD RIJCOSX def2/J DEFGRID3
* xyz 0 1
C 0.965 1.393 -2.217
C 1.138 1.680 -0.919
F 1.636 2.789 -0.532
C 0.568 0.773 0.536
N -0.248 -0.116 0.209
C -0.891 -0.996 1.076
H 1.421 1.936 -3.070
H 0.801 0.316 -2.321
H 1.013 1.333 1.381
H -0.125 -1.897 1.105
H -1.860 -1.300 0.834
H -0.924 -0.666 2.112
*
```

Values from the calculation:
structure (SMILES)	C=C(F)/C=N/C
orbital gap	10.1	eV
LUMO energy	0.85	eV

Stability ranking, top entry: *b*; the second entry is 37.9 kcal/mol less favorable.